1.
One molecule with the formula C20H30N4O6S at a distorted geometry, computed with ωB97M-V/def2-TZVPD.

Each line ends with the natural charge from an NBO analysis.
Atoms and positions in Å:
S (3.975, 1.417, -0.389)  2.345
O (5.155, 1.552, 0.414)  -0.945
O (-0.881, 0.909, -0.062)  -0.652
O (-6.677, 1.972, -0.374)  -0.528
O (4.083, 1.580, -1.810)  -0.943
O (1.729, -3.953, 0.665)  -0.469
O (-1.463, -3.624, -0.741)  -0.618
N (-4.485, 0.125, -0.040)  -0.453
N (2.852, 2.487, 0.160)  -0.692
N (-2.010, -0.940, 0.596)  -0.609
N (0.235, -2.138, -0.850)  -0.429
C (3.996, -1.120, 0.714)  -0.181
C (1.657, 1.565, 2.153)  -0.639
C (-4.260, -0.303, 1.328)  -0.227
C (-1.205, -0.251, -0.225)  0.687
C (2.233, -2.720, 0.383)  0.275
C (1.797, 2.930, -0.726)  -0.245
C (2.670, 2.563, 1.589)  -0.226
C (0.749, -4.421, -0.234)  -0.154
C (-0.657, -1.114, -1.368)  -0.317
C (-5.457, 2.402, 0.196)  -0.089
C (3.457, -2.374, 0.942)  -0.243
C (-4.282, 1.545, -0.292)  -0.260
C (3.311, -0.230, -0.087)  -0.330
C (1.664, 4.451, -0.731)  -0.612
C (-6.921, 0.610, -0.092)  -0.089
C (-0.280, -3.371, -0.614)  0.665
C (2.092, -0.554, -0.649)  -0.231
C (-5.770, -0.272, -0.593)  -0.241
C (-2.759, -0.308, 1.653)  -0.236
C (1.526, -1.799, -0.408)  0.146
H (-2.301, -1.869, 0.318)  0.420
H (-4.188, 1.664, -1.376)  0.202
H (0.716, 1.625, 1.613)  0.228
H (-7.852, 0.359, -0.603)  0.196
H (0.838, 2.470, -0.464)  0.217
H (-5.527, 2.363, 1.295)  0.155
H (0.958, 4.749, -1.501)  0.215
H (4.938, -0.819, 1.143)  0.250
H (-5.330, 3.440, -0.111)  0.198
H (-2.371, 0.707, 1.753)  0.227
H (1.224, -4.780, -1.161)  0.198
H (-2.595, -0.841, 2.595)  0.203
H (1.472, 1.790, 3.200)  0.212
H (-3.352, 1.875, 0.169)  0.218
H (1.301, 4.816, 0.226)  0.199
H (2.361, 3.581, 1.839)  0.200
H (-5.697, -0.168, -1.680)  0.199
H (-5.964, -1.318, -0.353)  0.200
H (1.597, 0.189, -1.246)  0.242
H (0.249, -5.260, 0.253)  0.227
H (3.959, -3.102, 1.559)  0.235
H (-4.774, 0.309, 2.086)  0.178
H (-0.135, -0.492, -2.094)  0.228
H (2.033, 0.547, 2.079)  0.207
H (2.628, 4.907, -0.938)  0.215
H (-1.486, -1.630, -1.859)  0.256
H (2.098, 2.599, -1.721)  0.232
H (-4.636, -1.326, 1.410)  0.196
H (-7.059, 0.470, 0.992)  0.156
H (3.656, 2.386, 2.022)  0.230

Calculated values
**E_HOMO**: -8.5 eV
**LUMO level**: 0.5 eV
**Kohn-Sham gap**: 0.3290 Eh
**Total charge**: 0
**SMILES**: CCN(CC)S(=O)(=O)c1ccc2c(c1)N(CC(=O)NCCN1CCOCC1)C(=O)CO2
**Energy above the lowest of the compared OMol25 structures with the same formula, charge and spin**: 32.9 kJ/mol

***

2.
C32H46Br2ClF3KLiN3O7PS as an isolated structure at a distorted geometry, computed with ωB97M-V/def2-TZVPD.

Each line ends with the Mulliken charge.
Atoms and positions in Å:
Br (6.958, 1.775, 2.694)  -0.737
Br (2.970, -1.056, -2.057)  0.030
K (-1.937, -4.064, 0.852)  0.759
Cl (1.184, 1.339, 5.673)  -0.673
S (0.110, 2.659, -7.834)  -0.026
P (-0.303, 2.961, -4.256)  0.119
F (-4.064, 1.385, -3.805)  -0.204
F (-5.264, -0.665, -3.595)  -0.255
F (-4.573, -0.045, -5.792)  -0.238
O (2.235, -0.062, -4.372)  -0.499
O (-1.804, 3.050, -4.833)  -0.615
O (2.655, -1.208, 4.043)  -0.340
O (-3.107, -6.038, -0.152)  -0.863
O (-2.952, -0.823, -4.120)  -0.261
O (-1.873, -2.692, 2.851)  -0.368
O (-1.284, -4.032, 4.486)  -0.681
N (0.597, 0.688, -5.497)  -0.674
N (0.369, 1.311, -4.261)  2.059
N (-2.063, -3.667, 3.592)  0.853
C (1.319, 0.141, -2.142)  -0.244
C (1.388, 4.680, 2.646)  -0.830
C (2.472, 4.698, -1.994)  -0.656
C (-5.375, -4.806, 2.227)  -0.878
C (-4.142, 0.010, -4.349)  0.805
C (-4.753, -6.248, 4.072)  -0.528
C (3.707, 3.203, 2.963)  -0.773
C (-0.681, 1.808, 0.903)  -0.404
C (-2.068, -2.220, -1.359)  -0.380
C (-2.945, -3.340, -1.463)  -1.124
C (0.294, 2.031, -0.394)  0.984
C (1.261, -1.135, 3.579)  0.093
C (0.190, -2.267, -3.159)  -1.142
C (2.716, 4.053, 1.918)  0.313
C (2.879, 2.098, -3.501)  -0.364
C (1.655, 1.011, -3.495)  -0.219
C (-3.295, -4.442, 3.402)  0.279
C (3.620, -0.936, 2.963)  -0.330
C (-0.040, 4.313, 1.893)  -0.570
C (-1.746, -0.274, -4.759)  -1.317
C (-5.654, -5.884, 3.069)  -0.483
C (-0.649, 0.326, -3.647)  -0.449
C (-3.568, -5.530, 4.242)  -0.526
C (-0.030, -0.765, -2.542)  1.360
C (-0.342, 2.734, 2.209)  0.036
C (-4.194, -4.079, 2.390)  -0.164
C (2.690, 3.382, -2.503)  -0.200
C (0.498, 1.578, -6.536)  0.118
C (3.207, 1.660, 3.201)  1.693
C (4.394, 0.530, 3.182)  -0.581
C (1.386, 0.841, -0.665)  -0.330
C (-0.932, -1.040, -1.179)  0.822
Li (0.130, -5.178, 5.188)  0.930
H (-0.423, 2.049, -1.347)  -0.650
H (0.640, -0.520, 4.392)  0.090
H (1.449, 5.843, 2.859)  0.341
H (-6.080, -4.530, 1.447)  0.366
H (2.454, 5.628, -1.250)  0.365
H (0.769, -2.222, 3.568)  -0.254
H (-0.391, 3.560, -2.917)  0.122
H (0.440, -3.027, -2.273)  0.286
H (2.496, 3.334, 1.022)  -0.314
H (-2.096, 0.542, -5.521)  0.375
H (-1.277, -1.168, -5.395)  0.314
H (-2.877, -5.826, 5.028)  0.321
H (3.134, -0.970, 1.875)  -0.005
H (3.394, 4.960, 1.541)  0.268
H (2.488, 1.400, 2.284)  -0.802
H (-1.544, -0.031, -1.005)  -0.011
H (4.819, 0.470, 4.297)  0.282
H (-1.367, 1.069, -3.049)  0.519
H (-0.285, -1.349, -0.241)  0.231
H (5.240, 0.717, 2.393)  0.286
H (4.429, -1.787, 2.989)  0.308
H (-3.757, -4.207, -1.349)  0.482
H (0.507, 2.258, 2.860)  -0.338
H (-0.872, 4.974, 2.436)  0.361
H (-0.577, 0.670, 1.230)  -0.203
H (2.518, 1.517, 4.165)  -0.570
H (-0.748, -2.682, -3.769)  0.234
H (-1.784, 1.977, 0.551)  0.335
H (-0.078, 4.615, 0.763)  0.185
H (1.320, 4.169, 3.719)  0.312
H (-4.977, -7.090, 4.723)  0.381
H (1.102, -2.363, -3.907)  0.284
H (-1.320, 2.716, 2.893)  0.438
H (3.744, 3.721, 4.037)  0.192
H (-2.287, -5.623, -0.350)  0.091
H (2.470, 1.333, -0.575)  0.653
H (-6.580, -6.443, 2.944)  0.379
H (4.781, 3.148, 2.485)  0.170
H (-3.992, -3.239, 1.728)  0.964
H (3.879, 1.544, -3.169)  0.415
H (0.874, 3.047, -0.414)  -0.305
H (1.102, -0.578, 2.562)  0.121
H (1.360, 0.024, 0.205)  -0.522
H (0.490, 3.925, -5.031)  0.253
H (3.071, 2.423, -4.633)  0.455
H (3.098, 0.248, -4.776)  0.475

Calculated values
**E_HOMO**: -4.9 eV
**LUMO level**: -3.6 eV
**Kohn-Sham gap**: 0.0472 Eh
**Total charge**: 0

***

3.
A 2-piece molecular cluster, C5H11N4 overall at a distorted geometry, computed with ωB97M-V/def2-TZVPD.

Each line ends with the natural charge from an NBO analysis.
Atoms and positions in Å:
N (-2.135, 1.141, 0.319)  -0.194
N (2.077, 0.377, -0.490)  -0.307
N (-1.196, -0.884, -0.040)  -0.369
N (-0.967, 1.283, -0.158)  -0.177
C (-2.279, -0.156, 0.332)  0.183
C (-0.303, 2.553, -0.457)  -0.440
C (-0.329, 0.113, -0.375)  0.369
C (2.540, -0.436, 0.641)  -0.459
C (-1.019, -2.284, 0.002)  -0.410
H (0.841, 2.329, -0.564)  0.267
H (1.958, -0.020, -1.381)  0.367
H (-0.555, -2.543, -0.903)  0.232
H (3.574, -0.551, 0.203)  0.274
H (-0.355, -2.492, 0.857)  0.226
H (2.036, -1.394, 0.589)  0.221
H (2.620, 0.110, 1.602)  0.249
H (-0.758, 3.030, -1.335)  0.239
H (-0.575, 3.290, 0.401)  0.246
H (-1.972, -2.857, 0.164)  0.255
H (-3.205, -0.608, 0.592)  0.229

Calculated values
**E_HOMO (spin up / spin down)**: -14.3 / -14.3 eV
**LUMO level (spin up / spin down)**: -6.2 / -6.2 eV
**Kohn-Sham gap (spin up / spin down)**: 0.2973 / 0.2974 Eh
**Total charge**: +1
**Energy above the lowest of the compared OMol25 structures with the same formula, charge and spin**: 576.3 kJ/mol

***

4.
A 2-piece molecular cluster, C6H5INO5 overall at a distorted geometry, computed with ωB97M-V/def2-TZVPD.

Each line ends with the natural charge from an NBO analysis.
Atoms and positions in Å:
I (-6.776, 0.151, 0.232)  -0.227
O (1.592, 2.406, 0.241)  -0.680
O (-0.482, -1.888, -0.195)  -0.727
O (-3.107, 0.964, 0.098)  -0.697
O (-2.307, -0.507, -1.364)  -0.749
O (-0.889, 2.351, -0.343)  -0.598
N (0.345, 0.431, -0.203)  -0.467
C (0.494, -0.969, -0.024)  0.479
C (-0.863, 1.129, -0.330)  0.598
C (-2.244, 0.399, -0.546)  0.715
C (1.586, 1.036, 0.067)  0.438
C (1.834, -1.202, 0.243)  -0.365
C (2.512, 0.072, 0.315)  -0.365
H (3.485, 0.329, 0.572)  0.212
H (-5.224, 0.786, 0.507)  0.198
H (-1.285, -1.730, -0.785)  0.540
H (2.239, -2.126, 0.335)  0.207
H (0.681, 2.569, 0.197)  0.488

Calculated values
**E_HOMO**: -4.4 eV
**LUMO level**: 2.7 eV
**Kohn-Sham gap**: 0.2606 Eh
**Total charge**: -1
**Energy above the lowest of the compared OMol25 structures with the same formula, charge and spin**: 32.2 kJ/mol